P) {"formula": "C33H29AsF3N2S4SbTi", "method": "ωB97M-V with the def2-TZVPD basis set", "symbols": ["Ti", "S", "As", "S", "S", "S", "C", "C", "C", "C", "C", "C", "C", "C", "C", "C", "N", "C", "C", "C", "C", "C", "N", "H", "H", "H", "H", "H", "H", "H", "H", "H", "H", "H", "H", "H", "H", "H", "H", "H", "F", "C", "C", "C", "C", "C", "C", "Sb", "C", "C", "C", "C", "F", "C", "C", "C", "C", "C", "C", "F", "C", "C", "H", "H", "H", "H", "H", "H", "H", "H", "H", "H", "H", "H"], "xyz": [[-0.81, -0.21, -0.70], [0.13, 3.97, 1.60], [-0.67, 2.22, 0.75], [0.54, 0.39, 1.23], [-2.67, 1.57, 1.11], [-0.53, 2.11, -1.48], [-5.09, -3.03, 1.85], [-4.54, -1.65, 1.51], [-4.81, -1.22, 0.09], [-6.11, -0.89, -0.28], [-6.41, -0.38, -1.53], [-5.37, -0.15, -2.43], [-4.06, -0.47, -2.10], [-2.98, -0.21, -3.12], [-2.93, -1.29, -4.20], [-3.78, -1.05, -0.85], [-2.44, -1.38, -0.58], [-2.08, -2.60, -0.11], [-0.71, -2.93, -0.26], [0.01, -4.09, 0.05], [1.27, -3.95, -0.55], [1.28, -2.71, -1.18], [0.09, -2.06, -1.01], [-4.92, -3.28, 2.90], [-4.63, -3.81, 1.24], [-6.17, -3.08, 1.67], [-3.48, -1.59, 1.71], [-5.01, -0.91, 2.17], [-6.90, -1.01, 0.45], [-7.42, -0.11, -1.79], [-5.58, 0.29, -3.40], [-1.99, -0.18, -2.64], [-3.12, 0.78, -3.55], [-2.71, -2.26, -3.74], [-2.15, -1.08, -4.93], [-3.88, -1.36, -4.72], [-2.82, -3.35, 0.15], [-0.35, -4.93, 0.63], [2.09, -4.65, -0.53], [2.07, -2.27, -1.77], [9.76, -1.64, 0.34], [8.45, -1.26, 0.32], [7.61, -1.81, -0.62], [6.28, -1.41, -0.63], [5.77, -0.48, 0.29], [6.67, 0.04, 1.22], [8.01, -0.34, 1.25], [3.59, -0.19, 0.46], [3.47, 0.49, -1.58], [2.29, 0.34, -2.30], [2.21, 0.67, -3.65], [3.33, 1.18, -4.27], [3.26, 1.51, -5.58], [4.52, 1.37, -3.60], [4.58, 1.02, -2.25], [3.85, 1.71, 1.41], [4.43, 2.81, 0.78], [4.56, 4.02, 1.43], [4.11, 4.12, 2.73], [4.25, 5.31, 3.38], [3.51, 3.07, 3.39], [3.38, 1.86, 2.72], [8.00, -2.53, -1.33], [5.62, -1.85, -1.37], [6.32, 0.77, 1.94], [8.70, 0.07, 1.98], [1.40, -0.03, -1.81], [1.28, 0.56, -4.19], [5.37, 1.78, -4.12], [5.52, 1.14, -1.74], [4.76, 2.73, -0.24], [4.99, 4.89, 0.94], [3.13, 3.21, 4.39], [2.88, 1.04, 3.21]], "s2": 2.027, "homo_lumo_gap_ev": [4.48, 6.16], "spin_multiplicity": 3, "lumo_ev": [4.1, 4.1], "total_charge": -2}



Q) {"formula": "C33H29AsF3N2S4SbTi", "method": "ωB97M-V with the def2-TZVPD basis set", "symbols": ["Ti", "S", "As", "S", "S", "S", "C", "C", "C", "C", "C", "C", "C", "C", "C", "C", "N", "C", "C", "C", "C", "C", "N", "H", "H", "H", "H", "H", "H", "H", "H", "H", "H", "H", "H", "H", "H", "H", "H", "H", "F", "C", "C", "C", "C", "C", "C", "Sb", "C", "C", "C", "C", "F", "C", "C", "C", "C", "C", "C", "F", "C", "C", "H", "H", "H", "H", "H", "H", "H", "H", "H", "H", "H", "H"], "xyz": [[1.48, 0.91, 1.96], [0.59, 1.80, 6.18], [0.38, 0.25, 4.75], [-0.64, 1.20, 2.90], [2.40, -0.27, 3.89], [-0.66, -1.56, 5.15], [3.75, 1.10, -3.01], [2.69, 0.37, -2.18], [1.35, 1.05, -2.22], [0.59, 0.94, -3.38], [-0.64, 1.57, -3.50], [-1.11, 2.33, -2.45], [-0.39, 2.45, -1.26], [-0.93, 3.33, -0.16], [-0.96, 4.80, -0.56], [0.84, 1.78, -1.14], [1.54, 1.87, 0.09], [2.70, 2.63, 0.03], [3.33, 2.94, 1.25], [4.44, 3.72, 1.59], [4.47, 3.75, 3.00], [3.42, 2.99, 3.46], [2.71, 2.48, 2.41], [4.70, 0.56, -3.00], [3.93, 2.10, -2.64], [3.42, 1.19, -4.05], [3.03, 0.29, -1.14], [2.58, -0.65, -2.56], [0.98, 0.34, -4.20], [-1.23, 1.46, -4.41], [-2.07, 2.83, -2.52], [-0.33, 3.21, 0.74], [-1.94, 2.99, 0.10], [0.05, 5.17, -0.75], [-1.39, 5.41, 0.23], [-1.54, 4.97, -1.47], [3.03, 3.05, -0.91], [5.12, 4.21, 0.90], [5.18, 4.27, 3.63], [3.12, 2.75, 4.47], [-4.63, -3.88, -4.41], [-4.00, -3.18, -3.42], [-3.93, -1.81, -3.52], [-3.28, -1.12, -2.50], [-2.72, -1.77, -1.40], [-2.84, -3.16, -1.35], [-3.47, -3.88, -2.35], [-1.85, -0.56, 0.20], [-2.55, -1.91, 1.68], [-3.83, -1.71, 2.19], [-4.39, -2.57, 3.12], [-3.63, -3.66, 3.52], [-4.17, -4.51, 4.43], [-2.36, -3.89, 3.07], [-1.82, -3.00, 2.14], [0.11, -1.47, 0.00], [0.41, -2.25, -1.11], [1.64, -2.90, -1.25], [2.57, -2.74, -0.25], [3.76, -3.38, -0.36], [2.33, -1.96, 0.86], [1.12, -1.29, 0.96], [-4.36, -1.31, -4.37], [-3.21, -0.04, -2.58], [-2.43, -3.71, -0.50], [-3.57, -4.96, -2.32], [-4.41, -0.85, 1.88], [-5.37, -2.42, 3.53], [-1.78, -4.71, 3.46], [-0.80, -3.17, 1.81], [-0.33, -2.38, -1.90], [1.86, -3.52, -2.11], [3.06, -1.89, 1.67], [0.82, -0.96, 1.98]], "s2": 2.032, "homo_lumo_gap_ev": [4.11, 5.76], "spin_multiplicity": 3, "lumo_ev": [3.9, 3.9], "total_charge": -2}



Energy ordering: P) at the bottom, the next structure 0.0056 hartree above.



P) {"formula": "C3H10OS2", "method": "ωB97M-V with the def2-TZVPD basis set", "symbols": ["C", "C", "S", "S", "C", "H", "H", "H", "H", "H", "H", "H", "H", "H", "H", "O"], "xyz": [[2.05, -0.40, 0.30], [0.96, -1.48, 0.19], [0.52, -2.01, -1.50], [-0.41, 1.65, 1.21], [-2.10, 1.18, 0.67], [3.00, -0.79, -0.01], [2.14, -0.09, 1.35], [1.54, 0.35, -0.29], [1.07, -2.37, 0.91], [0.05, -0.92, 0.48], [-2.63, 1.88, 1.35], [-2.19, 1.48, -0.36], [-2.25, 0.15, 0.90], [-0.20, 0.15, -2.42], [-0.78, 0.49, -0.92], [-0.78, 0.73, -1.89]], "homo_lumo_gap_ev": 3.86, "spin_multiplicity": 1, "lumo_ev": -4.4}



Q) {"formula": "C3H10OS2", "method": "ωB97M-V with the def2-TZVPD basis set", "symbols": ["C", "C", "S", "S", "C", "H", "H", "H", "H", "H", "H", "H", "H", "O", "H", "H"], "xyz": [[-2.39, -0.87, -0.46], [-1.57, 0.30, 0.14], [-0.15, 0.58, -0.96], [1.16, -0.85, 0.43], [1.31, -1.95, -0.98], [-2.92, -1.40, 0.35], [-3.30, -0.53, -0.96], [-1.77, -1.50, -1.07], [-1.29, -0.09, 1.11], [-2.06, 1.27, 0.30], [1.69, -1.49, -1.89], [0.36, -2.42, -1.23], [1.96, -2.80, -0.78], [0.88, 2.85, 2.11], [0.36, 3.26, 1.41], [0.88, 1.98, 1.68]], "smiles": "CCSSC.O", "homo_lumo_gap_ev": 8.07, "spin_multiplicity": 1, "lumo_ev": -0.9}



Energy ordering: Q) at the bottom, the next structure 0.1504 hartree above.



P) {"formula": "C3H10OS2", "method": "ωB97M-V with the def2-TZVPD basis set", "symbols": ["C", "C", "S", "S", "C", "H", "H", "H", "H", "H", "H", "H", "H", "O", "H", "H"], "xyz": [[0.89, 2.33, -0.26], [0.00, 1.14, -0.65], [1.06, -0.35, -0.84], [0.83, -0.65, 1.48], [-0.84, -1.27, 1.30], [0.56, 3.34, -0.48], [1.01, 2.26, 0.83], [1.88, 2.28, -0.71], [-0.56, 1.60, -1.47], [-0.72, 0.97, 0.15], [-1.07, -1.72, 0.34], [-1.80, -0.82, 1.61], [-0.85, -2.06, 2.08], [-3.00, -0.57, -1.50], [-3.50, 0.20, -1.23], [-2.06, -0.37, -1.36]], "smiles": "CCSSC.O", "homo_lumo_gap_ev": 8.37, "spin_multiplicity": 1, "lumo_ev": -0.6}



Q) {"formula": "C3H10OS2", "method": "ωB97M-V with the def2-TZVPD basis set", "symbols": ["C", "C", "S", "S", "C", "H", "H", "H", "H", "H", "H", "H", "H", "O", "H", "H"], "xyz": [[-1.04, 1.28, 1.03], [-0.57, 1.19, -0.41], [0.86, 0.08, -0.50], [0.81, -0.82, -2.33], [-0.22, -2.29, -2.00], [-1.26, 0.27, 1.38], [-1.92, 1.90, 1.05], [-0.26, 1.63, 1.70], [-1.34, 0.78, -1.05], [-0.32, 2.16, -0.85], [-0.85, -2.41, -2.84], [0.35, -3.19, -1.82], [-0.86, -2.07, -1.15], [1.92, 0.68, 2.78], [2.69, 1.09, 2.40], [2.01, -0.27, 2.62]], "smiles": "CCSSC.O", "homo_lumo_gap_ev": 9.55, "spin_multiplicity": 1, "lumo_ev": 0.7}



R) {"formula": "C3H10OS2", "method": "ωB97M-V with the def2-TZVPD basis set", "symbols": ["C", "C", "S", "S", "C", "H", "H", "H", "H", "H", "H", "H", "H", "H", "H", "O"], "xyz": [[0.04, 1.00, -1.90], [0.74, -0.31, -1.62], [2.24, 0.03, -0.75], [-2.20, -0.25, -0.15], [-2.13, -0.16, 1.62], [0.62, 1.76, -2.54], [-1.03, 0.94, -2.39], [-0.02, 1.57, -0.90], [1.08, -0.85, -2.60], [0.12, -1.02, -1.00], [-2.67, 0.75, 2.13], [-1.12, -0.22, 2.06], [-2.62, -1.10, 2.11], [2.15, -0.46, 1.20], [2.81, -1.03, 2.56], [1.99, -0.64, 2.16]], "homo_lumo_gap_ev": 3.94, "spin_multiplicity": 1, "lumo_ev": -4.3}



S) {"formula": "C3H10OS2", "method": "ωB97M-V with the def2-TZVPD basis set", "symbols": ["C", "C", "S", "S", "C", "H", "H", "H", "H", "H", "H", "H", "H", "O", "H", "H"], "xyz": [[0.16, -1.75, -1.40], [-0.42, -1.75, 0.01], [-1.38, -0.29, 0.45], [0.03, 1.21, 0.22], [-1.00, 2.54, -0.44], [-0.61, -1.98, -2.15], [0.95, -2.49, -1.48], [0.55, -0.77, -1.68], [-1.16, -2.55, 0.15], [0.36, -2.00, 0.73], [-1.37, 2.25, -1.42], [-1.88, 2.79, 0.17], [-0.29, 3.36, -0.56], [3.77, -0.73, 0.94], [3.30, -1.54, 0.77], [3.26, 0.01, 0.59]], "smiles": "CCSSC.O", "homo_lumo_gap_ev": 8.76, "spin_multiplicity": 1, "lumo_ev": 0.5}



Energy ordering: Q) at the bottom, the next structure 0.0072 hartree above.